Entry from the OMol25 dataset: a cluster of 10 separate species, C66H130N6O18 in total (ωB97M-V/def2-TZVPD).

Summary:
**Net charge**: -1
**HOMO energy (alpha / beta)**: 0.6 / -5.9 eV
**Kohn-Sham gap (alpha / beta)**: 1.2 / 7.6 eV
**Strongest force on any atom**: 6.5 eV Å⁻¹
**Multiplicity**: 2
**LUMO level (alpha / beta)**: 0.065 / 0.062 Ha

Geometry as XYZ:
```
220
Properties=species:S:1:pos:R:3:forces:R:3
C 16.04554 -20.23798 7.01198 1.38 -0.99 -0.04
C 17.42933 -19.64926 6.52052 -1.29 -0.29 -1.44
C 17.34319 -18.14198 6.69380 -0.17 1.42 -0.74
C 18.66327 -17.31108 6.58337 -0.02 -1.75 0.22
C 19.72887 -17.93243 7.55298 -1.21 0.25 -0.61
C 19.83612 -19.49876 7.43992 0.63 -0.24 -0.38
N 18.51088 -20.16385 7.32533 -0.55 1.29 1.07
O 18.50420 -21.56785 7.30094 0.84 -0.17 -0.30
C 20.72434 -19.79961 6.23584 -0.75 0.13 -1.78
C 20.54830 -20.02883 8.67452 0.07 -0.50 1.32
C 17.53956 -20.03805 4.94377 0.60 -0.25 1.08
H 16.06803 -21.30027 6.76881 -0.36 -0.04 -0.69
H 15.18377 -19.74474 6.56235 0.17 0.00 0.00
H 15.94572 -20.33859 8.09273 0.10 0.93 0.28
H 16.61094 -17.79350 5.96547 0.27 0.02 -0.79
H 16.73415 -17.86113 7.55304 0.69 -0.29 0.92
H 18.47470 -16.24399 6.70113 0.04 -0.06 0.56
H 19.10523 -17.36745 5.58859 -0.35 -0.28 -0.31
H 19.51149 -17.60344 8.56916 0.02 -0.27 0.17
H 20.68659 -17.51118 7.24733 0.21 -0.16 0.32
H 20.78108 -20.86068 5.99291 0.48 -0.14 0.54
H 20.24644 -19.42400 5.33106 -0.51 0.21 -0.12
H 21.66614 -19.26120 6.12992 0.35 -0.40 0.90
H 20.74923 -21.09699 8.75670 -0.12 -0.28 -1.00
H 21.53257 -19.58959 8.83697 -0.08 0.43 -0.21
H 19.97239 -19.90716 9.59192 -0.25 0.68 0.04
H 16.61056 -20.17577 4.39050 -0.43 0.82 0.31
H 17.95019 -21.03780 4.80239 0.45 -0.14 0.49
H 18.21590 -19.35974 4.42363 -0.24 0.18 -0.10
H 18.12680 -21.80269 8.15183 0.01 -0.09 0.14
C 16.73757 -14.10466 3.54761 -0.46 -1.55 0.98
C 17.06453 -13.30147 2.33425 -0.21 1.23 -0.51
C 16.17186 -13.69975 1.07234 0.43 -0.20 1.62
C 14.73050 -13.13382 1.10300 0.73 -1.77 -0.36
C 14.65065 -11.67251 1.21114 1.07 0.63 -0.35
C 15.44927 -11.24626 2.49816 -0.95 1.90 -0.52
N 16.81857 -11.85208 2.54454 -2.30 -0.90 -2.45
O 17.68124 -11.26319 3.42309 0.62 0.52 1.08
C 15.64931 -9.69733 2.38566 -0.02 -0.50 -0.56
C 14.46027 -11.50542 3.65185 0.99 -0.43 1.42
C 18.57841 -13.52028 2.04922 -1.63 0.23 -1.15
H 15.67167 -14.28430 3.68796 -0.13 0.22 0.08
H 17.17075 -13.74409 4.48058 -0.12 0.67 -0.09
H 17.17432 -15.10238 3.50394 0.05 -0.27 -0.43
H 16.67516 -13.47136 0.13285 0.07 0.39 0.06
H 16.15714 -14.78780 1.13581 -0.26 -0.24 -0.21
H 14.16229 -13.49662 1.95951 0.12 -0.62 0.04
H 14.22660 -13.49396 0.20607 -0.15 -0.09 -0.03
H 13.58472 -11.44739 1.17639 -0.05 0.54 0.94
H 14.97975 -11.17726 0.29762 0.78 0.07 0.01
H 16.41755 -9.51650 1.63386 0.37 0.06 0.21
H 14.77787 -9.22466 1.93258 -0.39 -0.15 0.29
H 15.87094 -9.18364 3.32113 0.17 -0.21 -0.03
H 13.41801 -11.24993 3.46077 0.12 -0.17 -0.43
H 14.56589 -12.52894 4.01149 -0.48 -0.17 -0.26
H 14.71724 -10.94226 4.54903 0.28 0.33 0.01
H 18.78168 -12.87768 1.19257 0.61 0.24 0.12
H 18.62300 -14.53334 1.64944 0.47 -0.19 0.34
H 19.22328 -13.34691 2.91072 -0.09 -0.11 -0.18
H 18.32138 -10.90073 2.80629 0.38 0.35 0.34
C 14.15613 -20.46403 1.44898 0.90 0.02 2.07
C 12.92480 -19.78089 1.97044 -2.82 -0.55 -0.36
C 12.96122 -19.07291 3.37171 2.09 -0.37 -1.29
C 13.80540 -17.76046 3.33925 -0.97 -2.55 0.61
C 13.27873 -16.84912 2.30778 0.58 0.43 -1.10
C 13.06654 -17.50307 0.87905 -1.09 -0.18 -0.41
N 12.40617 -18.84023 0.97837 1.09 1.89 4.71
O 11.96004 -19.40864 -0.15113 -0.40 -0.39 -1.97
C 11.93033 -16.67483 0.21850 1.24 1.14 -0.87
C 14.37066 -17.54934 0.01062 -0.43 -0.40 0.28
C 11.85006 -20.95015 2.10828 -0.80 1.03 0.40
H 15.04752 -19.86468 1.63423 0.16 0.19 -0.61
H 14.02827 -20.80020 0.42003 0.12 -0.05 0.21
H 14.25101 -21.25573 2.19215 0.50 -0.84 -0.60
H 11.99169 -18.86734 3.82541 -0.18 -0.31 -0.42
H 13.50028 -19.84109 3.92616 -0.12 0.14 0.82
H 14.82985 -18.02145 3.07374 0.22 0.05 0.43
H 13.70542 -17.34477 4.34190 0.58 0.30 -0.02
H 14.09343 -16.12646 2.26156 -0.14 0.56 -0.82
H 12.43169 -16.27035 2.67607 -0.45 -0.35 -0.32
H 11.88798 -16.73352 -0.86909 -0.06 -0.75 -0.08
H 10.94533 -16.87063 0.64221 0.19 -0.06 0.17
H 12.17517 -15.61641 0.30735 -0.13 0.28 0.49
H 14.21349 -18.23396 -0.82286 -0.57 0.53 -0.52
H 14.69242 -16.55917 -0.31209 -0.14 -0.02 -0.22
H 15.23989 -18.05342 0.43304 -0.04 0.34 0.95
H 10.91116 -20.53440 2.47395 -0.42 0.68 -0.68
H 11.91197 -21.65965 2.93343 1.40 -0.29 -0.09
H 11.65532 -21.47078 1.17066 0.20 0.00 0.11
H 11.02861 -19.20085 -0.04693 -0.40 -0.40 -0.82
C 25.94775 -18.06209 2.55970 -0.98 0.74 0.91
C 24.60661 -17.76573 1.86136 1.53 0.02 -0.85
C 23.45391 -18.67788 2.31037 0.43 1.46 0.73
C 23.02405 -18.29349 3.75544 0.89 -1.15 -2.34
C 22.52645 -16.85116 3.73824 0.47 -1.48 0.50
C 23.60105 -15.80278 3.22447 -1.38 -1.92 1.57
N 24.25656 -16.32605 1.98148 -1.41 0.49 0.41
O 25.20972 -15.36327 1.43233 -0.84 -1.49 0.64
C 22.75747 -14.64456 2.83568 0.09 1.08 -1.62
C 24.46415 -15.48060 4.50372 1.28 -0.28 -1.69
C 24.75755 -18.07381 0.37815 -0.37 1.46 -0.53
H 25.95009 -17.47110 3.47557 0.00 -0.27 0.43
H 26.80296 -17.64063 2.03141 0.05 -0.74 -0.41
H 25.94234 -19.11348 2.84720 0.79 -0.02 -0.28
H 22.68620 -18.52632 1.55158 -0.54 -0.01 0.41
H 23.76779 -19.71770 2.21904 0.19 -0.01 0.12
H 23.92852 -18.41659 4.35115 0.01 0.09 0.38
H 22.37184 -19.13148 4.00139 -0.68 0.73 0.69
H 22.32378 -16.68522 4.79630 -0.25 0.87 -0.01
H 21.57837 -16.84416 3.20048 0.13 0.34 -0.18
H 22.03749 -14.96618 2.08316 -0.20 -0.16 0.11
H 22.19775 -14.14572 3.62687 0.39 -0.01 0.13
H 23.41532 -13.99434 2.25901 -0.16 0.82 0.37
H 24.68968 -16.37987 5.07691 -0.52 0.09 0.33
H 25.46385 -15.19980 4.17228 0.33 0.39 -0.07
H 24.12519 -14.62771 5.09176 -0.42 -0.38 0.02
H 25.44014 -17.35448 -0.07432 0.69 -0.47 -0.02
H 23.82350 -17.74762 -0.07927 -0.33 -0.58 -0.16
H 24.96655 -19.11872 0.14883 0.16 0.16 0.06
H 25.79101 -15.18618 2.17552 0.53 0.17 0.17
C 18.01618 -25.51682 2.27280 -0.44 -0.39 -1.11
C 17.89246 -24.11089 2.79868 0.37 0.09 2.08
C 18.38534 -24.08081 4.31562 1.32 -0.77 -0.56
C 19.91864 -24.10094 4.46835 -0.32 3.04 -1.72
C 20.53261 -22.92156 3.62143 -0.18 -1.53 -0.23
C 20.09774 -22.98234 2.08717 -0.02 0.89 0.11
N 18.64566 -23.13903 1.98240 -0.17 0.06 1.87
O 17.96952 -22.70863 0.80289 0.86 -0.69 0.53
C 20.44981 -21.63488 1.52075 0.50 0.76 -0.44
C 20.94514 -24.01620 1.29983 -0.70 -1.31 0.01
C 16.43352 -23.71263 2.84796 -0.79 1.39 -0.20
H 17.08498 -26.06037 2.43257 0.07 -0.20 0.13
H 18.85113 -26.12856 2.61445 0.09 0.25 0.13
H 18.11018 -25.34246 1.20095 -0.01 -0.63 -0.26
H 17.93014 -23.30935 4.93670 0.14 0.42 -0.37
H 18.26138 -24.99462 4.89673 -1.54 -0.54 -0.59
H 20.39406 -24.96410 4.00248 -0.28 -0.54 0.75
H 20.05863 -23.91883 5.53387 0.79 -0.49 -0.04
H 21.60828 -23.09740 3.63227 0.23 0.25 -0.16
H 20.38322 -21.94043 4.07218 -0.49 0.04 -0.21
H 19.90925 -20.78409 1.93555 -0.05 -0.11 0.48
H 21.51298 -21.53677 1.74018 0.18 0.49 -0.21
H 20.29729 -21.55831 0.44419 0.10 -0.32 -0.10
H 21.97963 -24.18020 1.60155 -0.03 0.32 0.51
H 20.41659 -24.96403 1.40162 0.30 -0.32 0.13
H 21.01063 -23.90250 0.21776 -0.40 0.69 -0.06
H 15.85887 -24.06925 3.70276 0.20 -0.92 -0.19
H 15.90217 -23.83310 1.90390 -0.03 -0.51 0.06
H 16.32996 -22.64404 3.03638 0.44 0.44 -0.08
H 17.51300 -21.93403 1.13934 -0.21 0.32 -0.23
C 22.66580 -20.46373 -2.32546 0.27 0.32 0.26
C 22.90387 -20.31169 -3.86012 -1.16 -0.52 0.29
C 24.37287 -20.28228 -4.07581 2.11 -2.71 -1.07
C 24.98668 -21.70099 -3.95223 -0.48 -0.85 0.46
C 24.29602 -22.77637 -4.83203 0.49 1.33 -0.36
C 22.73802 -22.81829 -4.73082 2.03 0.84 1.66
N 22.29002 -21.39981 -4.70073 0.76 0.35 -1.59
O 20.87007 -21.29514 -4.79362 1.16 0.03 0.53
C 22.29480 -23.56632 -5.96091 -1.12 0.43 0.42
C 22.39373 -23.55411 -3.41494 -0.11 -1.05 0.10
C 22.41993 -18.95059 -4.36613 -0.65 -0.47 1.00
H 23.01245 -21.40744 -1.90434 -0.17 -0.20 -0.35
H 21.66757 -20.27372 -1.93109 -0.32 -0.14 -0.45
H 23.29446 -19.73337 -1.81609 0.06 0.33 -0.04
H 24.61362 -20.05895 -5.11517 -0.25 0.72 -0.10
H 24.97758 -19.67018 -3.40666 -0.57 0.48 0.01
H 24.92038 -22.03665 -2.91732 0.09 0.04 0.27
H 26.05028 -21.67015 -4.18867 0.07 0.03 -0.06
H 24.76269 -23.75762 -4.74560 -0.31 -0.25 0.78
H 24.60595 -22.55730 -5.85382 -0.46 0.44 -0.41
H 22.60663 -23.02647 -6.85502 -0.32 -0.01 -0.03
H 22.70459 -24.57615 -5.98097 0.05 0.04 0.14
H 21.21421 -23.61266 -5.82575 -0.19 -0.24 -0.84
H 22.15955 -24.60502 -3.58483 0.10 -0.23 -0.37
H 23.26778 -23.59298 -2.76485 -0.06 0.27 0.20
H 21.52777 -23.24185 -2.83123 0.00 0.67 -0.26
H 22.95215 -18.22980 -3.74540 0.09 0.36 -0.26
H 21.36118 -18.83325 -4.13509 -0.09 0.18 -0.41
H 22.64200 -18.82960 -5.42639 -0.13 0.06 0.13
H 20.64535 -21.21587 -3.86367 -1.05 -0.21 0.43
C 19.23125 -16.40002 -6.62650 1.00 -0.28 -3.99
C 18.38548 -15.25810 -6.27219 -1.87 0.24 -2.57
O 18.44696 -15.31217 -4.94837 0.13 0.92 6.48
C 18.81360 -16.52671 -4.44603 1.22 0.31 1.98
O 18.94922 -16.86370 -3.24285 -0.90 1.27 -4.64
O 19.19881 -17.23213 -5.53524 -0.01 -1.78 1.72
H 20.24647 -16.21560 -6.97778 0.49 0.63 0.99
H 18.88302 -16.82492 -7.56793 -0.73 -0.93 0.34
H 17.32544 -15.40605 -6.47841 -0.30 -0.60 -0.75
H 18.54388 -14.30194 -6.77095 0.97 0.18 0.65
C 15.75886 -21.10742 -2.82487 -2.00 2.55 -0.64
C 16.35661 -19.68239 -2.71100 -1.09 0.30 -0.44
O 17.70702 -19.92308 -2.39392 0.36 -1.51 -0.15
C 17.93162 -21.26045 -2.57281 2.27 -0.63 0.99
O 19.02267 -21.77035 -2.40411 -1.40 0.83 -0.49
O 16.81856 -21.95946 -2.87075 2.39 -0.43 0.54
H 15.24310 -21.21240 -3.77937 -0.61 0.02 0.34
H 15.13358 -21.20274 -1.93715 -0.19 -0.86 -0.20
H 15.84458 -19.10974 -1.93770 0.30 -0.09 0.25
H 16.27891 -19.07102 -3.61004 0.17 -0.19 -0.27
C 23.87789 -15.26717 -2.12214 -0.20 -2.19 0.58
C 22.71147 -15.46179 -1.13426 1.91 -0.55 0.13
O 21.77092 -14.66628 -1.74888 -2.60 1.16 0.08
C 21.91390 -14.68751 -3.08950 -1.56 2.00 -1.53
O 21.08441 -14.21693 -3.88743 3.05 -2.00 2.43
O 23.16305 -15.15873 -3.34640 -0.72 0.45 -1.11
H 24.37071 -16.23926 -2.13901 0.64 0.28 -0.24
H 24.59037 -14.44925 -2.01499 -0.35 0.10 0.30
H 22.94871 -15.29639 -0.08333 -0.21 1.00 -0.12
H 22.36278 -16.49419 -1.10834 0.03 -0.30 -0.51
C 19.46979 -18.20329 -0.41144 0.34 0.35 0.47
C 18.25964 -17.32477 -0.36534 -0.91 -0.67 -2.57
O 17.80418 -17.38988 0.97750 -0.10 0.66 1.17
C 18.89497 -17.51861 1.73034 2.55 -0.57 2.03
O 19.09121 -17.36014 2.95183 -1.36 -0.33 -3.84
O 19.92561 -17.91926 0.89260 0.64 0.35 2.91
H 20.24182 -17.80489 -1.06974 -0.32 -0.40 -0.39
H 19.33905 -19.28379 -0.47078 -0.25 0.08 -0.45
H 17.47643 -17.69708 -1.02571 -0.10 0.31 0.20
H 18.57021 -16.33456 -0.69869 -0.39 0.28 0.45
```
Positions in Å, forces in eV/Å.

***

Entry from the OMol25 dataset: a structure of composition C15H24BBrF16IO7PSi2 (ωB97M-V/def2-TZVPD).

Summary:
**HOMO energy**: -9.6 eV
**Kohn-Sham gap**: 9.6 eV
**Strongest force on any atom**: 0.9 eV Å⁻¹
**LUMO level**: -0.001 Ha

Geometry as XYZ:
```
68
Properties=species:S:1:pos:R:3:forces:R:3
C 2.86768 -2.23223 0.46252 0.05 0.01 0.18
O 3.61109 -2.34518 -0.73709 0.10 0.03 0.01
C 2.89235 -1.93829 -1.88282 -0.08 -0.01 -0.05
C 3.07416 -0.44314 -2.14833 -0.02 -0.23 -0.18
C 2.02365 0.16975 -3.08791 0.29 0.20 0.05
C 1.74422 1.65099 -2.76866 -0.41 -0.08 -0.28
Si 1.10202 1.90118 -1.02290 0.59 0.12 -0.09
O 0.31227 0.46564 -0.55738 -0.30 0.47 -0.24
Si -1.26571 0.16379 -0.68323 -0.33 -0.17 0.26
Br -2.03757 0.48386 -2.74620 0.13 0.00 -0.02
I -2.63298 1.48716 0.82293 0.12 -0.04 -0.04
P -1.53771 -2.02823 -0.17055 0.39 -0.17 0.24
O -0.49286 -2.53345 0.75914 -0.03 0.03 -0.05
B 2.60632 2.13035 0.31509 0.07 0.24 0.54
O 3.78619 2.74169 -0.04264 -0.60 -0.21 -0.61
O 2.43328 1.66237 1.61774 0.59 -0.21 -0.60
H 2.18376 -1.37301 0.44452 0.02 -0.04 -0.02
H 3.57281 -2.11160 1.28888 -0.03 -0.02 -0.10
H 2.26547 -3.12668 0.64411 -0.06 0.07 -0.07
H 3.28128 -2.52686 -2.71904 -0.11 0.04 0.02
H 1.82333 -2.17211 -1.76522 0.08 -0.01 -0.01
H 4.07110 -0.29490 -2.57593 -0.03 0.13 0.21
H 3.07031 0.04874 -1.16779 -0.06 0.02 -0.09
H 2.38236 0.09391 -4.11972 -0.13 -0.09 0.06
H 1.08566 -0.39385 -3.03598 0.09 0.02 0.04
H 2.63693 2.26767 -2.92740 -0.02 -0.09 0.15
H 0.98808 2.03775 -3.46393 0.10 -0.05 0.02
H 0.12979 3.02044 -0.99330 -0.12 -0.07 0.02
H -1.58420 -2.66854 -1.42991 -0.15 0.01 -0.02
H -2.86076 -2.15549 0.29928 -0.11 0.07 -0.19
H 4.54777 2.15908 0.01497 0.35 0.19 0.53
H 2.43903 0.69805 1.62791 -0.45 -0.17 0.32
C -5.86277 0.23362 -4.06246 0.37 0.03 -0.24
C -6.44778 -0.70273 -2.99582 -0.13 0.12 0.04
C -7.44450 -1.77679 -3.44761 0.11 -0.03 0.01
F -8.55639 -1.21370 -3.95525 -0.05 0.05 -0.03
F -7.79526 -2.51594 -2.37323 -0.03 -0.02 0.02
F -6.97338 0.00991 -1.98296 0.01 0.00 0.02
F -5.37999 -1.40825 -2.50537 0.03 -0.02 -0.01
O -6.44607 1.51601 -4.18247 -0.31 -0.09 0.39
C -7.49025 1.77365 -5.02255 0.15 0.09 -0.08
C -8.70988 2.30811 -4.25608 0.05 0.04 -0.02
F -9.12695 1.40174 -3.35336 -0.01 -0.05 0.01
F -9.70963 2.52978 -5.13667 -0.02 0.01 0.00
F -7.81473 0.71419 -5.78063 -0.04 -0.10 -0.01
F -7.10683 2.76556 -5.86143 0.02 -0.02 -0.07
H -4.85240 0.42951 -3.70873 0.01 0.05 -0.04
H -5.78302 -0.26809 -5.02732 -0.13 -0.07 0.03
H -6.99188 -2.43233 -4.19594 -0.01 0.00 -0.02
H -8.45199 3.23953 -3.74948 0.00 0.01 0.01
C 4.25383 -0.00028 7.12565 0.05 0.20 0.39
C 4.08813 -1.42934 6.58971 -0.06 0.05 -0.15
C 5.32902 -2.13584 6.03005 -0.02 -0.03 0.10
F 5.80187 -1.49150 4.94634 0.02 0.06 -0.05
F 4.98041 -3.38657 5.65941 0.01 -0.03 -0.02
F 3.09043 -1.48037 5.68792 -0.01 -0.01 0.01
F 3.72123 -2.18448 7.67004 0.01 -0.01 0.03
O 3.87347 1.05410 6.26487 -0.15 -0.30 -0.34
C 4.74368 1.64258 5.39215 -0.04 0.08 0.16
C 4.25545 1.51197 3.94349 0.00 0.07 0.05
F 4.14980 0.20782 3.60485 0.00 -0.02 -0.01
F 5.16984 2.08548 3.13064 0.01 0.01 -0.04
F 5.99927 1.18565 5.53562 0.07 -0.07 -0.02
F 4.76679 2.96851 5.66712 0.06 0.02 0.03
H 3.54710 0.05915 7.95205 0.01 0.03 -0.01
H 5.25208 0.14923 7.53822 0.05 -0.07 -0.11
H 6.11257 -2.19698 6.78952 0.02 0.01 0.00
H 3.28965 1.99821 3.81858 0.02 0.02 -0.02
```
Positions in Å, forces in eV/Å.